--- P ---
The following is a DFT calculation (ωB97M-V/def2-TZVPD) of C2H6N2S2 in the gas phase.

Positions of all 12 atoms, in Å:
1 C 1.587 -0.742 -0.081
2 N 0.976 0.563 -0.014
3 C -0.346 0.896 -0.075
4 S -0.706 2.515 -0.091
5 N -1.238 -0.205 -0.170
6 S -2.920 -0.065 -0.157
7 H 2.612 -0.545 0.023
8 H 1.304 -1.394 0.735
9 H 1.372 -1.304 -1.008
10 H 1.540 1.359 -0.372
11 H -0.982 -1.194 0.019
12 H -3.198 0.116 1.191

Calculated values
spin multiplicity = 1
LUMO energy = 0.48 eV
HOMO level = -8.319 eV



--- Q ---
The following is a DFT calculation (ωB97M-V/def2-TZVPD) of C2H6N2S2 in the gas phase.

Positions of all 12 atoms, in Å:
1 C 0.993 -1.559 -0.224
2 N -0.074 -0.605 -0.068
3 S -1.706 -1.155 -0.409
4 C 0.198 0.722 0.164
5 N -0.879 1.551 0.161
6 S 1.721 1.265 0.387
7 H 0.666 -2.647 -0.060
8 H 1.694 -1.258 0.564
9 H 1.489 -1.442 -1.191
10 H -2.090 -1.810 0.740
11 H -0.674 2.536 0.121
12 H -1.800 1.256 -0.113

Calculated values
spin multiplicity = 1
LUMO energy = 0.39 eV
HOMO level = -8.361 eV



--- R ---
The following is a DFT calculation (ωB97M-V/def2-TZVPD) of C2H6N2S2 in the gas phase.

Positions of all 12 atoms, in Å:
1 C 2.132 -1.234 -0.324
2 S 1.350 0.055 0.722
3 C -0.252 0.236 -0.007
4 S -0.804 -0.591 -1.349
5 N -1.032 1.076 0.679
6 N -2.392 1.282 0.383
7 H 2.123 -0.900 -1.336
8 H 1.579 -2.125 -0.216
9 H 3.164 -1.300 0.010
10 H -0.663 1.535 1.524
11 H -2.827 0.373 0.507
12 H -2.378 1.592 -0.592

Calculated values
spin multiplicity = 1
LUMO energy = 0.74 eV
HOMO level = -8.547 eV



--- S ---
The following is a DFT calculation (ωB97M-V/def2-TZVPD) of C2H6N2S2 in the gas phase.

Positions of all 12 atoms, in Å:
1 C 2.483 -0.028 -0.644
2 C 1.004 -0.026 -0.349
3 N 0.206 -0.130 -1.332
4 S -1.522 0.187 -1.191
5 N 0.760 0.157 0.995
6 S -0.645 -0.262 1.808
7 H 3.014 -0.873 -0.162
8 H 2.908 0.867 -0.184
9 H 2.715 0.035 -1.719
10 H -1.696 -0.154 -2.465
11 H 1.491 0.679 1.482
12 H -1.438 0.782 1.497

Calculated values
spin multiplicity = 1
LUMO energy = 0.64 eV
HOMO level = -8.304 eV



The calculated energies rank the structures as follows, beginning with the most stable: Q, P, R, S.



--- P ---
The following is a DFT calculation (ωB97M-V/def2-TZVPD) of a 2-piece molecular cluster, C3H10N2O2S overall.

Positions of all 18 atoms, in Å:
1 N 1.841 -1.206 -0.048
2 C 0.699 -0.986 0.981
3 C 0.917 0.301 1.829
4 S 0.654 0.263 3.636
5 C -0.311 -0.456 -0.090
6 N -0.837 -1.325 -1.003
7 O -0.672 0.697 -0.284
8 H 2.461 -1.950 0.225
9 H 2.413 -0.336 -0.142
10 H 0.389 -1.850 1.536
11 H 0.117 1.012 1.513
12 H 1.902 0.667 1.522
13 H -0.658 0.682 3.712
14 H -0.512 -2.256 -1.141
15 H -1.299 -0.997 -1.825
16 H -2.533 1.916 -3.125
17 H -1.954 3.220 -3.482
18 O -2.618 2.604 -3.815

Calculated values
spin multiplicity = 2
LUMO energy (spin up / spin down) = -3.52 / -9.21 eV
net charge = +1
HOMO level (spin up / spin down) = -13.518 / -13.518 eV



--- Q ---
The following is a DFT calculation (ωB97M-V/def2-TZVPD) of a 3-piece molecular cluster, C3H10N2O2S overall.

Positions of all 18 atoms, in Å:
1 C -0.711 0.277 -0.192
2 C -0.416 0.022 -1.669
3 S -1.722 -1.052 -2.296
4 N 0.253 1.110 0.514
5 C 1.571 0.613 0.748
6 N 1.611 -0.716 1.099
7 O 2.533 1.339 0.705
8 H -0.770 -0.671 0.369
9 H -1.728 0.677 -0.105
10 H -0.394 0.936 -2.253
11 H 0.555 -0.479 -1.814
12 H -1.028 -2.277 -0.880
13 H 0.349 2.019 0.089
14 H 2.541 -1.026 1.366
15 H 0.863 -1.072 1.695
16 H -0.678 0.632 2.234
17 H -1.430 0.081 3.455
18 O -0.794 -0.166 2.776

Calculated values
spin multiplicity = 2
LUMO energy (spin up / spin down) = -7.25 / -9.09 eV
net charge = +1
HOMO level (spin up / spin down) = -13.708 / -13.683 eV



The calculated energies rank the structures as follows, beginning with the most stable: P, Q.



--- P ---
The following is a DFT calculation (ωB97M-V/def2-TZVPD) of H4NOPS2 as an isolated structure.

Positions of all 9 atoms, in Å:
1 N -1.108 -0.270 -1.446
2 O 1.372 -0.077 -0.993
3 P -0.052 -0.101 -0.391
4 S 0.298 -1.737 1.225
5 S 0.165 2.300 0.904
6 H -2.070 -0.485 -1.276
7 H 1.682 -0.100 -1.932
8 H -0.834 -1.434 1.831
9 H 0.546 1.903 2.079

Calculated values
spin multiplicity = 1
LUMO energy = -1.51 eV
HOMO level = -9.147 eV



--- Q ---
The following is a DFT calculation (ωB97M-V/def2-TZVPD) of H4NOPS2 in the gas phase.

Positions of all 9 atoms, in Å:
1 N -1.204 0.414 0.795
2 P 0.532 0.127 -0.036
3 O 0.097 0.144 -1.587
4 S 2.170 1.020 0.407
5 S 0.606 -1.951 0.226
6 H -1.191 1.350 0.844
7 H -1.810 -0.021 0.065
8 H 0.610 0.638 -2.136
9 H 0.190 -1.720 1.421

Calculated values
spin multiplicity = 1
LUMO energy = 0.46 eV
HOMO level = -9.255 eV



--- R ---
The following is a DFT calculation (ωB97M-V/def2-TZVPD) of a 2-piece molecular cluster, H4NOPS2 overall.

Positions of all 9 atoms, in Å:
1 N 1.461 1.281 -0.378
2 O 0.498 0.148 1.636
3 P 0.573 0.068 0.033
4 S 1.247 -1.942 -0.281
5 S -3.029 -0.484 0.083
6 H 1.687 1.380 -1.352
7 H 0.766 1.017 1.947
8 H 0.266 -2.412 0.483
9 H -3.093 -0.190 -1.213

Calculated values
spin multiplicity = 1
LUMO energy (spin up / spin down) = -1.66 / -2.39 eV
HOMO level (spin up / spin down) = -9.902 / -8.470 eV



The calculated energies rank the structures as follows, beginning with the most stable: Q, P, R.



--- P ---
The following is a DFT calculation (ωB97M-V/def2-TZVPD) of C2H6N2 in the gas phase.

Positions of all 10 atoms, in Å:
1 C 0.064 -0.464 0.449
2 C -0.959 -0.630 -0.588
3 N 0.879 0.587 0.717
4 N 1.118 1.690 0.120
5 H 0.367 -1.362 0.909
6 H -1.652 -1.305 -0.147
7 H -0.465 -1.015 -1.400
8 H -1.477 0.285 -0.848
9 H 1.446 0.487 1.678
10 H 0.679 1.728 -0.891

Calculated values
spin multiplicity = 1
LUMO energy = 0.97 eV
HOMO level = -7.396 eV



--- Q ---
The following is a DFT calculation (ωB97M-V/def2-TZVPD) of C2H6N2 in the gas phase.

Positions of all 10 atoms, in Å:
1 H 1.289 -1.329 0.194
2 N 1.912 -0.560 -0.067
3 C 1.216 0.520 -0.030
4 N -0.141 0.657 -0.091
5 C -1.210 -0.376 -0.027
6 H 1.782 1.430 -0.053
7 H -0.442 1.567 0.362
8 H -2.242 0.081 -0.505
9 H -0.798 -1.093 -0.721
10 H -1.366 -0.897 0.938

Calculated values
spin multiplicity = 1
LUMO energy = 0.84 eV
HOMO level = -9.129 eV



The calculated energies rank the structures as follows, beginning with the most stable: Q, P.



--- P ---
The following is a DFT calculation (ωB97M-V/def2-TZVPD) of C6H11NS as an isolated structure.

Positions of all 19 atoms, in Å:
1 C 1.158 -0.169 -1.634
2 C 0.611 0.617 -0.421
3 C -0.892 0.997 -0.305
4 C -0.669 1.149 1.241
5 C 0.311 -0.057 0.890
6 C -0.744 -1.131 0.419
7 H 0.430 -0.666 -2.255
8 H 1.851 -0.904 -1.262
9 H 1.803 0.453 -2.359
10 H 1.249 1.485 -0.328
11 H -1.349 1.749 -0.990
12 H -1.604 0.855 1.814
13 H -0.221 2.110 1.619
14 H 1.229 -1.666 2.465
15 H -1.403 -1.528 1.246
16 H -0.273 -1.971 -0.231
17 H -1.531 -0.563 -1.439
18 N -1.648 -0.241 -0.459
19 S 1.689 -0.520 1.989

Calculated values
spin multiplicity = 1
LUMO energy = 0.86 eV
HOMO level = -9.070 eV



--- Q ---
The following is a DFT calculation (ωB97M-V/def2-TZVPD) of C6H11NS in the gas phase.

Positions of all 19 atoms, in Å:
1 C -1.388 -1.795 0.035
2 C -1.738 -0.746 0.821
3 C -0.057 -1.792 -0.663
4 C -0.748 0.394 0.905
5 C -1.068 1.590 0.187
6 C 2.601 1.080 -0.405
7 N 0.639 -0.627 -0.390
8 S 2.075 -0.539 0.269
9 H -1.935 -2.709 -0.090
10 H -2.863 -0.766 1.163
11 H 0.604 -2.645 -0.287
12 H -0.352 -2.025 -1.684
13 H -0.253 0.488 1.862
14 H -0.373 2.411 0.408
15 H -2.062 1.943 0.474
16 H -1.079 1.493 -0.878
17 H 2.384 1.126 -1.498
18 H 3.586 1.312 -0.244
19 H 2.027 1.807 0.013

Calculated values
spin multiplicity = 1
LUMO energy (spin up / spin down) = 0.66 / 0.66 eV
HOMO level (spin up / spin down) = -7.159 / -7.158 eV



The calculated energies rank the structures as follows, beginning with the most stable: P, Q.



--- P ---
The following is a DFT calculation (ωB97M-V/def2-TZVPD) of C6H11NS in the gas phase.

Positions of all 19 atoms, in Å:
1 C -2.067 2.195 -0.452
2 C -1.025 1.607 -0.240
3 C 0.306 0.914 0.032
4 N 0.753 1.009 1.403
5 C 0.318 -0.526 -0.439
6 C 1.714 -1.080 -0.550
7 C -0.617 -1.417 0.440
8 S -2.424 -1.228 0.343
9 H -2.929 2.880 -0.577
10 H 0.927 1.509 -0.684
11 H 0.426 1.894 1.800
12 H 1.780 1.051 1.391
13 H -0.025 -0.549 -1.521
14 H 2.298 -0.467 -1.141
15 H 2.176 -1.344 0.421
16 H 1.632 -2.057 -0.981
17 H -0.473 -2.425 0.175
18 H -0.284 -1.286 1.467
19 H -2.485 -0.682 -0.885

Calculated values
spin multiplicity = 1
LUMO energy = 0.83 eV
HOMO level = -8.412 eV



--- Q ---
The following is a DFT calculation (ωB97M-V/def2-TZVPD) of C6H11NS as an isolated structure.

Positions of all 19 atoms, in Å:
1 C 1.136 -1.911 2.045
2 C 0.977 -1.170 0.678
3 C -0.372 -1.390 -0.052
4 C -0.158 -0.603 -1.374
5 C 0.409 0.771 -0.731
6 C 0.374 0.247 0.729
7 H 1.512 -2.909 1.890
8 H 0.228 -1.916 2.638
9 H 1.959 -1.410 2.543
10 H 1.920 -1.327 0.116
11 H -0.816 -2.373 -0.257
12 H 0.663 -1.145 -1.954
13 H -1.079 -0.519 -1.977
14 H 1.372 1.081 -1.080
15 H -1.749 1.628 -0.650
16 H 0.683 1.043 1.475
17 H -1.317 -0.762 1.599
18 N -1.049 -0.330 0.745
19 S -0.639 2.203 -1.083

Calculated values
spin multiplicity = 1
LUMO energy = 1.00 eV
HOMO level = -8.675 eV



--- R ---
The following is a DFT calculation (ωB97M-V/def2-TZVPD) of C6H11NS as an isolated structure.

Positions of all 19 atoms, in Å:
1 C 2.766 -0.649 -0.389
2 C 0.575 -0.466 0.921
3 C -0.804 0.281 0.809
4 C -1.022 1.479 -0.149
5 C -2.357 0.853 -0.629
6 C -1.798 -0.411 0.027
7 H 2.985 -0.660 -1.592
8 H 3.421 -1.695 -0.087
9 H 2.956 0.343 0.095
10 H 0.974 -1.531 -1.079
11 H 0.333 -1.525 1.411
12 H 1.245 0.146 1.533
13 H -1.195 0.625 1.814
14 H -1.188 2.392 0.449
15 H -0.242 1.644 -0.782
16 H -3.247 1.107 -0.126
17 H -2.442 0.745 -1.771
18 N 1.224 -0.674 -0.386
19 S -2.183 -2.003 -0.069

Calculated values
spin multiplicity = 1
LUMO energy = -0.11 eV
HOMO level = -8.399 eV



The calculated energies rank the structures as follows, beginning with the most stable: Q, P, R.